{
  "formula": "C7H8OS",
  "method": "wB97M-V/def2-TZVPD",
  "homo_energy_ev": -8.95,
  "spin_multiplicity": 1,
  "de_lowest_kcal_mol": 113.3,
  "elements": ["C", "C", "C", "C", "C", "C", "C", "O", "S", "H", "H", "H", "H", "H", "H", "H", "H"],
  "positions_angstrom": [[0.29783, -1.40277, -0.57883], [-1.05596, -1.57789, 0.87730], [0.69038, -0.16181, -0.62957], [-1.08949, -0.39688, 1.46144], [0.01536, 1.12990, -0.13561], [-0.47678, 0.93286, 1.30374], [1.72060, 0.04909, -1.69792], [-3.82628, -1.24264, 1.57101], [-2.45364, -1.43201, 2.08622], [0.79010, -2.35762, -0.80281], [0.86080, 1.79182, -0.25152], [-0.88465, 1.21090, -0.85526], [-1.07333, 1.80103, 1.56654], [0.46229, 1.21412, 1.98918], [1.34739, -0.12336, -2.68241], [2.58715, -0.49948, -1.58774], [2.08822, 1.06476, -1.63377]],
  "forces_ev_per_angstrom": [[-2.6, -2.2, 4.2], [2.6, 1.9, -2.4], [-0.4, 0.2, -1.6], [-1.2, -0.9, 0.6], [-0.9, -2.7, -0.7], [2.4, 2.3, 0.9], [-0.3, 1.8, 0.2], [1.1, 0.3, 0.0], [0.3, -0.1, -0.5], [-0.5, 0.7, -0.2], [-0.7, 1.2, 0.1], [1.5, 0.7, 1.0], [-0.8, -0.3, 0.1], [-1.8, -1.5, -1.0], [-0.4, 0.0, -0.7], [1.7, -1.7, 0.4], [0.0, 0.5, -0.3]],
  "lowdin_charge": [0.10, -0.16, -0.34, -0.44, -0.14, -0.19, -0.06, -0.55, 0.93, 0.09, 0.10, 0.17, 0.10, 0.16, 0.09, 0.06, 0.08]
}

---

{
  "formula": "C32H36DyN8O3PS2",
  "method": "wB97M-V/def2-TZVPD",
  "homo_energy_ev": [-13.67, -13.68],
  "spin_multiplicity": 6,
  "charge": 2,
  "elements": ["Dy", "C", "N", "C", "C", "N", "C", "P", "C", "N", "C", "C", "N", "C", "C", "N", "C", "C", "N", "C", "H", "H", "H", "H", "H", "H", "H", "H", "H", "H", "H", "H", "H", "H", "H", "C", "C", "C", "C", "C", "C", "C", "S", "O", "O", "N", "C", "C", "C", "C", "C", "N", "H", "H", "H", "H", "H", "H", "H", "H", "H", "H", "H", "C", "C", "C", "C", "C", "C", "C", "S", "C", "O", "H", "H", "H", "H", "H", "H", "H", "H", "H", "H"],
  "positions_angstrom": [[-0.14751, 1.07259, 0.90752], [-4.09395, 3.93595, -2.41645], [-2.98980, 3.06782, -2.10692], [-2.39857, 2.18963, -2.95353], [-1.43195, 1.53989, -2.23251], [-1.42888, 2.01172, -0.95579], [-2.38042, 2.94476, -0.90584], [-2.65204, 4.12616, 0.48177], [-2.95516, 2.88950, 1.80705], [-2.30622, 1.73923, 2.01690], [-2.89651, 1.18510, 3.11207], [-3.90414, 1.99538, 3.55634], [-3.93243, 3.06566, 2.72626], [-4.85064, 4.17033, 2.81389], [-0.86207, 4.37751, 0.80973], [-0.00650, 3.46985, 1.28759], [1.20180, 4.09515, 1.35393], [1.07100, 5.38131, 0.90080], [-0.23161, 5.54855, 0.56426], [-0.82638, 6.72950, 0.00080], [-4.55993, 3.60822, -3.34349], [-3.76059, 4.96752, -2.53908], [-4.83307, 3.89654, -1.61633], [-2.68953, 2.09361, -3.98052], [-0.72810, 0.79435, -2.55306], [-2.56139, 0.25224, 3.51919], [-4.58136, 1.88431, 4.37638], [-5.44851, 4.06617, 3.71763], [-5.52135, 4.18204, 1.95219], [-4.31260, 5.11819, 2.85626], [2.08582, 3.59078, 1.70122], [1.79735, 6.16208, 0.80637], [-0.07938, 7.51950, -0.03822], [-1.66588, 7.06554, 0.61244], [-1.17993, 6.53031, -1.01346], [6.08952, -3.34541, -1.76471], [5.18396, -2.40240, -1.04729], [5.63103, -1.68848, 0.06418], [4.83639, -0.71483, 0.64642], [3.57628, -0.47395, 0.12432], [3.08274, -1.21924, -0.93156], [3.89057, -2.17894, -1.51388], [2.63347, 0.92337, 0.68859], [3.48126, 2.05191, 0.90325], [1.57954, 1.16612, -0.34226], [1.76431, 0.65932, 2.01718], [1.37942, -0.56119, 2.46553], [2.26253, -1.57318, 2.88388], [1.75873, -2.67167, 3.53770], [0.38308, -2.77732, 3.74811], [-0.42790, -1.79217, 3.23092], [0.03025, -0.71014, 2.58625], [6.82103, -3.78403, -1.09190], [6.63016, -2.79333, -2.53529], [5.53024, -4.13618, -2.25674], [6.61737, -1.87524, 0.45884], [5.18679, -0.12003, 1.47761], [2.08814, -1.00837, -1.30352], [3.52793, -2.74312, -2.36115], [3.32188, -1.44741, 2.73111], [2.42431, -3.43542, 3.90317], [-0.03059, -3.60677, 4.29900], [-1.50549, -1.85638, 3.33268], [0.72971, -6.58955, -3.74227], [0.22834, -5.33729, -3.10106], [-0.78598, -4.59144, -3.69719], [-1.30994, -3.47830, -3.06742], [-0.82112, -3.09616, -1.82495], [0.21932, -3.79719, -1.23467], [0.73493, -4.91100, -1.87299], [-1.64242, -1.70294, -1.00354], [-2.36908, -2.67781, 0.36500], [-0.57753, -0.88237, -0.29879], [0.44942, -6.63360, -4.79199], [0.28939, -7.45025, -3.23427], [1.81227, -6.68156, -3.66343], [-1.17295, -4.89610, -4.65726], [-2.10429, -2.91426, -3.53234], [0.62630, -3.47564, -0.28574], [1.52926, -5.47375, -1.40599], [-1.58165, -3.26936, 0.82578], [-3.14751, -3.32248, -0.02817], [-2.79303, -1.97148, 1.07547]],
  "forces_ev_per_angstrom": [[-3.5, -0.4, 0.4], [-0.6, 0.6, -0.2], [0.4, -0.3, 0.5], [0.4, -0.5, -0.2], [-0.2, 0.1, -0.3], [-0.4, 0.5, -0.2], [0.1, 0.2, 0.3], [0.5, -0.8, 0.1], [0.1, 0.1, -0.4], [-0.3, 0.6, -0.1], [-0.2, 0.0, 0.1], [0.2, -0.5, 0.1], [0.5, -0.4, -0.2], [-0.5, 0.6, 0.0], [-0.4, -0.1, 0.1], [-0.3, 0.5, -0.2], [0.2, 0.5, 0.0], [0.5, -0.3, 0.3], [-0.1, -0.8, 0.3], [-0.4, 0.6, -0.3], [0.0, 0.0, 0.1], [0.0, -0.1, 0.0], [0.0, 0.0, -0.1], [-0.1, 0.0, -0.1], [0.0, -0.1, -0.1], [0.0, -0.1, 0.1], [-0.2, 0.0, 0.2], [0.1, 0.0, -0.1], [0.1, 0.0, 0.1], [0.0, -0.1, 0.0], [0.0, 0.1, 0.0], [0.1, 0.2, 0.0], [-0.1, -0.1, 0.0], [0.1, 0.0, -0.1], [0.1, 0.1, 0.1], [0.1, 0.0, 0.0], [-0.2, 0.1, 0.1], [-0.2, 0.2, 0.1], [0.2, 0.1, 0.1], [-0.5, 0.4, 0.1], [-0.3, 0.0, -0.2], [0.0, 0.0, 0.1], [1.4, 0.0, 0.4], [0.2, -0.3, 0.0], [1.2, -0.1, -0.9], [1.3, 1.0, -0.9], [-0.5, -2.0, 1.2], [-0.2, 0.3, -0.1], [-0.3, 0.1, -0.1], [0.1, 0.1, -0.2], [-0.2, 0.0, 0.0], [1.0, 0.2, 0.2], [0.1, -0.1, 0.0], [0.1, -0.1, 0.0], [0.0, -0.1, 0.0], [0.1, 0.0, 0.0], [0.2, 0.0, 0.0], [0.0, -0.1, -0.1], [-0.1, 0.0, -0.1], [0.1, 0.0, 0.1], [0.1, -0.1, 0.1], [-0.1, 0.0, 0.0], [0.0, 0.0, 0.0], [0.0, -0.1, 0.0], [-0.1, 0.2, 0.0], [0.1, -0.1, 0.1], [-0.1, 0.3, 0.2], [-0.3, 0.5, 0.0], [0.1, 0.1, 0.2], [-0.1, 0.1, 0.0], [-0.1, -1.5, 0.2], [0.2, 0.4, -0.4], [0.2, 0.3, 0.1], [0.0, 0.0, 0.0], [0.0, 0.0, -0.1], [0.0, 0.0, 0.0], [-0.1, 0.0, -0.1], [-0.1, 0.1, -0.1], [0.0, 0.0, 0.1], [0.1, 0.0, 0.1], [0.1, 0.0, 0.0], [-0.1, -0.1, -0.1], [0.0, 0.1, 0.0]],
  "lowdin_charge": [1.58, -0.02, -0.12, -0.02, -0.12, -0.05, -0.43, 1.20, -0.44, -0.04, -0.11, -0.02, -0.12, -0.02, -0.45, -0.05, -0.09, -0.01, -0.12, -0.02, 0.11, 0.10, 0.09, 0.13, 0.11, 0.09, 0.13, 0.10, 0.10, 0.09, 0.09, 0.14, 0.11, 0.10, 0.10, -0.03, -0.25, 0.00, -0.05, -0.29, -0.04, -0.01, 0.65, -0.25, -0.44, -0.21, -0.43, 0.02, -0.02, -0.04, -0.14, 0.00, 0.09, 0.10, 0.08, 0.13, 0.13, 0.10, 0.12, 0.11, 0.12, 0.12, 0.11, -0.03, -0.25, -0.02, -0.07, -0.39, -0.08, -0.02, 1.01, -0.19, -0.67, 0.09, 0.10, 0.09, 0.12, 0.11, 0.11, 0.12, 0.06, 0.07, 0.05]
}

---

{
  "formula": "C23H51N5O7",
  "method": "wB97M-V/def2-TZVPD",
  "homo_energy_ev": -9.03,
  "spin_multiplicity": 1,
  "de_lowest_kcal_mol": 77.6,
  "elements": ["C", "N", "C", "C", "O", "H", "H", "H", "H", "H", "H", "H", "C", "N", "C", "C", "O", "H", "H", "H", "H", "H", "H", "H", "C", "N", "C", "C", "O", "H", "H", "H", "H", "H", "H", "H", "C", "N", "C", "C", "O", "H", "H", "H", "H", "H", "H", "H", "C", "N", "C", "C", "O", "H", "H", "H", "H", "H", "H", "H", "C", "C", "C", "O", "C", "H", "H", "H", "H", "H", "H", "H", "H", "C", "C", "C", "O", "C", "H", "H", "H", "H", "H", "H", "H", "H"],
  "positions_angstrom": [[-4.01835, -1.14713, -1.20179], [-4.68835, -2.49311, -1.44473], [-4.53410, -2.94853, -2.79866], [-5.46557, -3.07171, -0.50316], [-6.14781, -4.05185, -0.71790], [-2.97319, -1.44914, -1.26913], [-4.30452, -0.68073, -0.25909], [-4.25956, -0.40307, -1.96093], [-3.51950, -2.81292, -3.17322], [-4.75284, -4.00777, -2.93384], [-5.20242, -2.40949, -3.47014], [-5.31628, -2.57276, 0.46688], [-1.45888, 4.22838, 1.15202], [-2.80577, 4.34307, 1.51972], [-3.05144, 4.85032, 2.94264], [-3.75245, 4.66511, 0.65946], [-4.86973, 5.18128, 0.95401], [-0.83992, 4.32118, 2.04441], [-0.93841, 4.86207, 0.43393], [-1.34621, 3.22119, 0.75080], [-4.10440, 4.71045, 3.18723], [-2.53047, 4.31349, 3.73543], [-2.70603, 5.87923, 3.04333], [-3.51924, 4.47482, -0.39960], [5.21607, -1.78625, 2.70103], [5.75662, -0.49474, 2.63727], [5.46768, 0.23783, 1.41601], [6.33428, 0.02765, 3.68330], [6.70427, 1.20817, 3.74697], [4.13390, -1.73874, 2.57961], [5.44247, -2.30947, 3.63005], [5.70264, -2.43239, 1.97038], [5.82528, 1.26732, 1.39718], [5.85698, -0.29012, 0.54549], [4.40240, 0.35297, 1.21596], [6.50310, -0.72249, 4.47133], [5.26110, 1.95517, -2.83380], [5.63506, 0.57720, -2.47355], [4.42251, -0.24785, -2.22577], [6.79249, -0.02670, -2.76347], [6.97052, -1.21257, -2.66756], [4.57368, 2.45773, -2.15336], [4.66629, 1.83847, -3.73972], [6.03081, 2.71925, -2.94256], [4.58549, -1.26005, -1.85565], [3.86782, 0.35500, -1.50674], [3.78754, -0.28134, -3.11109], [7.52585, 0.69951, -3.14686], [-1.83084, 2.87120, -4.74362], [-2.72006, 2.44460, -3.60505], [-4.15072, 2.31035, -4.01492], [-2.38840, 2.24328, -2.37096], [-3.17414, 2.12018, -1.40405], [-1.91409, 3.89098, -5.11941], [-2.07940, 2.27241, -5.61984], [-0.77843, 2.85120, -4.46053], [-4.86448, 2.56307, -3.23084], [-4.34906, 2.98669, -4.84638], [-4.27514, 1.27873, -4.34413], [-1.30799, 2.05913, -2.26609], [-1.41461, -3.26741, 2.80090], [-0.54565, -4.46469, 2.41739], [-0.97256, -5.51582, 3.46159], [-1.92256, -4.89776, 4.40279], [-1.78745, -3.48011, 4.20014], [-2.33669, -3.17080, 2.22772], [-1.03618, -2.25241, 2.67982], [0.53918, -4.38936, 2.34274], [-0.73272, -4.80267, 1.39814], [-0.12147, -5.95290, 3.98379], [-1.50183, -6.28057, 2.89316], [-0.93575, -3.10543, 4.76787], [-2.60622, -2.83062, 4.50977], [1.38937, -0.20393, 0.23016], [0.40033, 0.30455, 1.29616], [-0.83513, 0.15046, 0.53210], [-0.61740, -0.96760, -0.35670], [0.69591, -1.28988, -0.56405], [2.27594, -0.62053, 0.70823], [1.61069, 0.61408, -0.45540], [0.55713, 1.33412, 1.61787], [0.44586, -0.35385, 2.16364], [-1.08566, 1.12156, 0.10512], [-1.64875, -0.03011, 1.23460], [0.78622, -1.11189, -1.63562], [0.87354, -2.32381, -0.26818]],
  "forces_ev_per_angstrom": [[-0.2, -1.9, -0.3], [0.6, 2.3, 0.3], [-0.4, -0.6, -0.5], [0.4, -0.3, -0.9], [-0.2, -0.1, 0.5], [0.3, 1.0, 0.3], [0.2, -0.5, 0.1], [-0.1, -0.3, -0.2], [0.2, 0.2, 0.3], [-0.2, 0.0, 0.4], [-0.1, 0.1, -0.1], [-0.4, -0.1, 0.2], [2.2, -1.7, -0.3], [-0.8, 1.8, 3.6], [-0.1, -0.6, -0.7], [-3.9, 1.8, -0.9], [2.7, -1.4, -0.6], [-0.1, -0.3, 0.0], [-0.9, 0.8, -0.3], [0.5, -0.2, 0.0], [0.1, 0.5, -0.4], [0.5, -0.6, -0.6], [-0.4, 0.2, -0.2], [0.2, -0.1, 0.2], [-0.2, -1.8, -0.1], [-0.8, 0.3, -1.8], [-0.1, 0.5, -0.5], [1.7, 2.9, 1.1], [-0.3, -1.5, 0.3], [-0.1, -0.3, -0.2], [-0.1, 0.5, 0.3], [-0.4, -0.1, -0.5], [0.5, -0.3, 0.5], [0.3, -0.1, 0.1], [-0.3, -0.3, 0.4], [0.0, 0.3, 0.3], [-0.4, -0.3, -0.5], [-1.8, 0.3, 0.7], [0.2, 1.1, 0.3], [0.1, 0.8, -0.6], [0.5, -0.8, 0.1], [0.0, -0.7, 0.7], [0.2, 0.5, -0.4], [0.6, -0.7, -0.3], [0.4, 0.3, -0.1], [-0.3, -0.4, 0.3], [0.2, -0.1, -0.3], [0.4, -0.1, 0.1], [-0.1, -0.5, 0.8], [-1.7, 1.6, -4.0], [0.6, 0.3, 0.0], [0.0, -0.9, 3.4], [1.3, 0.1, -1.6], [-0.9, 0.4, 0.7], [0.4, -0.4, 0.2], [0.0, -0.7, 0.1], [0.4, -0.2, 0.2], [0.1, -0.1, 0.0], [-0.3, 0.0, 0.0], [0.2, 0.4, 0.3], [-0.4, 1.1, -1.7], [0.0, -0.2, -0.4], [-0.9, 0.2, -0.3], [0.6, 0.4, -1.0], [1.1, 0.0, 1.4], [0.0, -0.7, -0.5], [0.8, -0.1, 0.0], [0.1, 0.8, 0.8], [-0.6, -0.1, 0.0], [-0.1, 0.1, 0.2], [-0.1, -0.3, 0.6], [0.2, -0.2, 0.7], [-0.6, -0.8, 0.1], [1.8, 0.1, 0.7], [1.7, -0.7, 0.0], [-1.2, -0.4, 0.4], [-4.2, 0.7, 0.8], [0.1, 1.2, -0.1], [0.4, 0.5, -0.2], [0.4, 0.0, 0.1], [0.3, -0.1, 0.0], [-0.1, 0.0, 0.1], [-0.1, -0.3, -1.1], [-0.4, -0.6, -0.4], [1.0, -0.6, -0.2], [0.3, 0.0, 0.0]],
  "lowdin_charge": [-0.02, -0.18, -0.07, -0.36, 0.01, 0.07, 0.08, 0.07, 0.08, 0.09, 0.09, 0.13, -0.09, -0.16, -0.01, -0.33, -0.04, 0.09, 0.09, 0.06, 0.08, 0.08, 0.09, 0.12, -0.08, -0.20, -0.02, -0.35, -0.01, 0.09, 0.09, 0.10, 0.09, 0.09, 0.07, 0.14, -0.06, -0.18, -0.04, -0.38, 0.02, 0.08, 0.08, 0.09, 0.09, 0.06, 0.09, 0.14, -0.03, -0.15, -0.02, -0.37, -0.04, 0.08, 0.09, 0.08, 0.09, 0.08, 0.09, 0.13, -0.20, -0.15, -0.16, -0.12, -0.24, 0.11, 0.10, 0.10, 0.10, 0.11, 0.11, 0.12, 0.13, -0.16, -0.16, -0.22, -0.14, -0.22, 0.09, 0.11, 0.12, 0.11, 0.09, 0.12, 0.12, 0.12]
}

---

{
  "formula": "C5H15N3",
  "method": "wB97M-V/def2-TZVPD",
  "homo_energy_ev": -8.08,
  "spin_multiplicity": 1,
  "de_lowest_kcal_mol": 99.9,
  "elements": ["C", "C", "C", "H", "H", "H", "H", "H", "H", "H", "H", "C", "N", "N", "C", "N", "H", "H", "H", "H", "H", "H", "H"],
  "positions_angstrom": [[-1.32153, -0.23797, 1.07155], [-2.02229, -1.57778, 1.21353], [-0.38658, 0.16671, 2.07974], [-1.95975, 0.54738, 0.66688], [-0.56616, -0.45375, 0.03126], [-2.49853, -1.88505, 0.28041], [-1.31024, -2.35478, 1.50156], [0.81390, -0.00100, 1.38261], [-0.34051, 1.22360, 2.32654], [-0.26979, -0.48423, 2.94237], [-2.79053, -1.52980, 1.98881], [0.73291, 1.84464, -1.11784], [0.52540, 0.49305, -1.62340], [1.26092, 0.18501, -2.80230], [0.70239, -0.54768, -0.65903], [1.55222, -0.36396, 0.37116], [2.23108, 0.49710, -2.71558], [0.83393, 0.67057, -3.58261], [1.87610, -1.25726, 0.73247], [0.61573, -1.52442, -1.12967], [0.40623, 2.55602, -1.87727], [0.13225, 1.99253, -0.22028], [1.78287, 2.04104, -0.86091]],
  "forces_ev_per_angstrom": [[0.4, -0.2, -0.6], [0.0, 0.1, 0.0], [0.7, -0.1, -0.3], [0.0, 0.0, 0.0], [-0.5, 0.1, 0.4], [0.0, 0.0, 0.0], [0.0, 0.0, 0.0], [-0.8, 0.3, 0.5], [0.0, 0.0, 0.0], [0.0, 0.0, 0.0], [0.0, 0.0, 0.0], [0.1, -0.2, 0.0], [-0.2, 0.2, -0.1], [0.0, 0.0, 0.2], [1.0, 0.1, 0.3], [-0.2, -0.2, -0.7], [-0.1, 0.0, 0.0], [0.0, 0.0, 0.1], [-0.1, 0.0, 0.0], [-0.2, 0.0, 0.1], [0.0, 0.0, 0.0], [0.0, 0.0, 0.0], [0.0, 0.0, 0.0]],
  "lowdin_charge": [-0.34, -0.11, -0.13, 0.11, 0.09, 0.07, 0.08, 0.07, 0.07, 0.07, 0.07, -0.09, -0.28, 0.03, -0.32, 0.02, 0.08, 0.07, 0.08, 0.13, 0.08, 0.07, 0.08]
}